[1]
{"formula": "C42H32F5GdP2", "method": "ωB97M-V with the def2-TZVPD basis set", "multiplicity": 8, "e_tot_ha": -3566.64753, "de_lowest_kcal_mol": 47.3, "s2": 16.75, "total_charge": 2, "symbols": ["C", "C", "C", "C", "C", "C", "P", "C", "C", "C", "C", "C", "C", "Gd", "P", "C", "C", "C", "C", "C", "C", "C", "C", "C", "C", "C", "C", "C", "C", "C", "C", "C", "C", "C", "C", "C", "C", "C", "C", "H", "H", "H", "H", "H", "H", "H", "H", "H", "H", "H", "H", "H", "H", "H", "H", "H", "H", "H", "H", "H", "H", "H", "H", "H", "H", "H", "H", "H", "H", "H", "H", "F", "C", "C", "C", "F", "C", "F", "C", "F", "C", "F"], "xyz": [[0.52928, -1.50543, -2.87414], [-0.47404, -1.85773, -1.96046], [-1.82484, -1.84573, -2.36417], [-2.15712, -1.48454, -3.66990], [-1.15399, -1.16140, -4.58810], [0.19663, -1.20509, -4.19768], [-0.03759, -2.13166, -0.23917], [-1.32247, -3.12947, 0.52114], [-2.41988, -2.57722, 1.20923], [-3.40781, -3.42711, 1.71513], [-3.34428, -4.80661, 1.49995], [-2.26975, -5.35281, 0.78282], [-1.26137, -4.52342, 0.30182], [-0.75881, 0.37437, 1.26286], [0.15770, 2.68085, -0.65388], [-1.29515, 2.57297, -1.69300], [-1.12789, 2.94786, -3.03957], [-2.18495, 2.74178, -3.91914], [-3.35808, 2.11923, -3.48432], [-3.47741, 1.67505, -2.16502], [-2.47259, 1.93737, -1.23630], [-0.13377, 3.63246, 0.84385], [0.77416, 3.58152, 1.93019], [0.50915, 4.32909, 3.07313], [-0.57239, 5.21247, 3.12299], [-1.41042, 5.32679, 2.01231], [-1.20304, 4.56082, 0.87567], [1.75943, 2.79632, -1.43983], [2.78300, 1.84872, -1.16367], [4.03648, 1.98474, -1.79378], [4.28170, 3.10250, -2.58755], [3.34088, 4.13312, -2.69248], [2.07128, 3.97148, -2.12455], [1.58134, -2.91032, -0.07087], [2.05615, -3.78342, -1.05374], [3.32824, -4.35070, -0.90900], [4.12965, -4.01618, 0.18803], [3.68106, -3.08717, 1.13922], [2.41220, -2.53082, 1.00633], [1.67671, 2.96493, 1.86866], [1.15422, 4.22664, 3.94197], [-0.75578, 5.81014, 4.01435], [-2.24032, 6.02699, 2.03946], [-1.85290, 4.65519, 0.00196], [-0.19339, 3.43043, -3.34040], [-2.07843, 3.08241, -4.94189], [-4.17396, 1.96451, -4.18702], [-4.36429, 1.12538, -1.85069], [-2.64101, 1.71444, -0.16462], [2.61564, 1.05417, -0.41980], [4.80926, 1.23018, -1.61421], [5.25588, 3.19624, -3.08802], [3.59132, 5.06655, -3.18934], [1.33382, 4.78373, -2.16108], [1.43421, -4.02465, -1.91740], [3.68511, -5.04977, -1.66928], [5.12058, -4.46699, 0.30363], [4.31268, -2.79938, 1.98365], [2.07212, -1.78574, 1.73713], [-2.53175, -1.48316, 1.35799], [-4.24007, -2.99875, 2.28135], [-4.12728, -5.45832, 1.88226], [-2.21583, -6.42760, 0.60537], [-0.41380, -4.94340, -0.24191], [-2.61713, -2.11322, -1.66152], [-3.20356, -1.43104, -3.97614], [-1.41097, -0.86160, -5.60580], [0.98108, -0.98599, -4.91077], [1.56570, -1.47355, -2.54023], [0.16317, 1.26231, -0.40237], [0.53577, -0.94776, 0.48393], [0.37480, -3.22718, 3.24514], [0.16399, -2.05318, 3.90297], [-0.17414, -0.90126, 3.19881], [-0.48064, 0.18545, 4.00888], [-1.03571, 1.35537, 3.36575], [-0.39402, 0.23357, 5.39010], [-0.69025, 1.36174, 6.06607], [0.00840, -0.92065, 6.04407], [0.15685, -0.94445, 7.38202], [0.25942, -2.06756, 5.29250], [0.60380, -3.20781, 5.92014]], "forces_ev_per_angstrom": [[-0.1, 0.1, -0.2], [-0.1, 0.5, -0.1], [0.0, 0.0, -0.1], [0.2, 0.1, 0.1], [0.5, 0.0, 0.2], [-0.6, 0.1, 0.3], [-0.3, -0.8, 0.3], [-0.5, -0.7, 0.0], [0.2, -0.3, -0.1], [-0.1, 0.2, 0.0], [0.4, 0.2, -0.2], [-0.1, 0.1, 0.1], [-0.1, 0.4, 0.2], [-1.3, 0.0, 0.6], [-0.1, -0.6, 0.0], [0.2, 0.4, -0.7], [-0.4, -0.1, 0.7], [0.0, 0.1, 0.1], [0.4, -0.1, 0.0], [-0.1, 0.0, 0.2], [0.3, 0.4, -0.2], [0.3, 0.4, 0.0], [-0.3, -0.2, -0.2], [0.1, 0.0, 0.1], [0.1, -0.4, -0.4], [-0.1, 0.2, 0.1], [0.1, -0.7, -0.2], [0.8, 0.2, 0.6], [-0.1, 0.1, -0.2], [-0.9, -0.1, 0.6], [0.3, 0.2, -0.1], [-0.4, -0.3, 0.2], [0.3, 0.4, -0.3], [0.4, 0.2, -0.3], [0.3, -0.3, 0.3], [-0.1, 0.1, 0.0], [-0.1, 0.1, 0.0], [-0.2, -0.2, -0.2], [-0.2, 0.0, -0.1], [-0.3, 0.1, 0.1], [0.0, 0.1, -0.2], [0.0, -0.2, -0.2], [0.1, -0.1, -0.1], [0.1, 0.0, 0.4], [-0.4, -0.3, -0.1], [-0.1, -0.1, 0.0], [0.2, 0.0, 0.2], [0.1, 0.3, -0.1], [0.0, 0.1, -0.7], [0.0, 0.2, -0.6], [-0.3, 0.4, -0.1], [-0.5, 0.0, 0.3], [0.0, -0.2, 0.0], [0.4, -0.3, -0.2], [0.2, 0.0, 0.2], [-0.1, 0.2, 0.3], [-0.4, 0.2, -0.1], [-0.2, -0.1, -0.3], [0.1, -0.4, -0.3], [0.0, -0.8, -0.1], [0.3, -0.2, -0.2], [0.2, 0.2, -0.1], [0.0, 0.3, 0.1], [-0.2, 0.0, 0.2], [0.3, 0.0, -0.2], [0.3, -0.1, 0.1], [0.1, -0.2, 0.3], [0.0, 0.0, 0.0], [-0.2, -0.1, -0.2], [1.0, 0.8, -0.1], [0.7, 0.4, -0.3], [0.0, 0.8, 0.4], [-0.1, 0.2, -0.1], [-0.4, 0.3, 0.7], [0.1, -0.8, 0.2], [0.4, -0.3, 0.8], [-0.2, 0.9, 0.2], [0.2, -0.7, -0.3], [0.2, -0.1, 0.7], [-0.2, 0.1, -1.1], [0.3, -1.0, 0.0], [-0.2, 0.8, -0.3]]}

[2]
{"formula": "C42H32HgN4O7P", "method": "ωB97M-V with the def2-TZVPD basis set", "multiplicity": 2, "e_tot_ha": -2860.34434, "de_lowest_kcal_mol": 0.0, "s2": 0.77, "total_charge": -2, "symbols": ["Hg", "C", "C", "C", "C", "N", "C", "C", "C", "C", "C", "C", "N", "C", "C", "C", "C", "C", "N", "H", "H", "H", "H", "H", "H", "H", "H", "H", "H", "H", "O", "C", "C", "C", "N", "C", "C", "C", "O", "O", "C", "O", "O", "H", "H", "H", "C", "P", "C", "C", "C", "C", "C", "C", "C", "C", "C", "C", "C", "C", "H", "H", "H", "H", "H", "H", "H", "H", "H", "H", "H", "H", "H", "O", "C", "O", "C", "C", "C", "C", "C", "C", "H", "H", "H", "H", "H"], "xyz": [[1.70034, 0.81518, -0.17775], [0.72080, 3.12764, -4.20887], [0.30672, 2.09713, -5.03319], [0.53477, 0.78741, -4.64714], [1.18107, 0.54052, -3.43827], [1.54464, 1.53977, -2.63856], [1.32049, 2.79197, -3.00510], [1.48304, -0.85394, -2.97676], [1.42657, -1.91864, -3.86934], [1.71197, -3.20304, -3.36819], [2.05017, -3.36801, -2.05729], [2.12027, -2.23473, -1.19477], [1.81241, -1.00341, -1.70407], [2.48550, -2.32751, 0.17844], [2.82619, -3.55905, 0.81492], [3.10934, -3.58883, 2.15144], [3.07630, -2.39866, 2.90542], [2.76801, -1.23537, 2.22097], [2.49572, -1.18101, 0.92770], [0.54609, 4.16489, -4.46021], [-0.21181, 2.30565, -5.96172], [0.18067, -0.02896, -5.25918], [1.60955, 3.55385, -2.29146], [1.19717, -1.77243, -4.91332], [1.66377, -4.06419, -4.02577], [2.25935, -4.35831, -1.67874], [2.85762, -4.47758, 0.24555], [3.35737, -4.53248, 2.62562], [3.28598, -2.37938, 3.96556], [2.72644, -0.28256, 2.74356], [4.99394, 5.18989, 3.33091], [4.29524, 4.27235, 2.58988], [3.02499, 3.86036, 2.95802], [2.37896, 2.93514, 2.15991], [2.94299, 2.42921, 1.06348], [4.17373, 2.81385, 0.71270], [4.88309, 3.74666, 1.45404], [4.82467, 2.19014, -0.54899], [5.94002, 2.65709, -0.84106], [4.16258, 1.29259, -1.10211], [0.97424, 2.44792, 2.54739], [0.50246, 2.90394, 3.60348], [0.45121, 1.62397, 1.76330], [4.43854, 5.44687, 4.07370], [2.50865, 4.22325, 3.83857], [5.87041, 4.02872, 1.11972], [-0.59306, -0.57462, 3.77854], [-0.88476, -0.91094, 1.98818], [-2.41082, 0.06319, 1.70852], [-2.58661, 1.32331, 2.27867], [-3.69694, 2.09154, 1.95299], [-4.64154, 1.62305, 1.05096], [-4.46708, 0.37604, 0.46620], [-3.36069, -0.39172, 0.79397], [-1.61413, -2.60443, 2.18174], [-0.86854, -3.66599, 1.67315], [-1.30534, -4.97937, 1.81073], [-2.50419, -5.24834, 2.45289], [-3.26167, -4.19852, 2.96195], [-2.81703, -2.89193, 2.82871], [-1.49086, -0.72344, 4.38376], [-0.23772, 0.45019, 3.89070], [0.18918, -1.25565, 4.12083], [-1.82981, 1.73259, 2.93637], [-3.80327, 3.07851, 2.38784], [-5.49148, 2.23880, 0.77974], [-5.16821, 0.01633, -0.27868], [-3.21917, -1.35039, 0.30747], [0.06608, -3.45593, 1.16367], [-0.70664, -5.78780, 1.40741], [-2.85294, -6.26988, 2.55399], [-4.20260, -4.40120, 3.46144], [-3.41623, -2.07596, 3.21793], [-1.01455, 2.84552, -1.38454], [-1.22711, 1.62833, -1.45542], [-0.56348, 0.68147, -0.94773], [-2.42033, 1.17095, -2.30135], [-2.57332, -0.16758, -2.64496], [-3.65959, -0.58030, -3.40458], [-4.60706, 0.34550, -3.82657], [-4.45349, 1.68604, -3.49258], [-3.36077, 2.09425, -2.73913], [-1.82544, -0.86881, -2.29478], [-3.76971, -1.62723, -3.66492], [-5.45987, 0.02339, -4.41419], [-5.18923, 2.41291, -3.81994], [-3.21225, 3.13027, -2.46144]], "forces_ev_per_angstrom": [[0.1, 0.1, -0.1], [0.0, 0.0, 0.0], [0.0, 0.0, 0.0], [0.0, 0.0, 0.0], [0.0, 0.0, 0.0], [0.1, 0.0, 0.0], [0.0, 0.0, 0.0], [0.0, 0.0, 0.0], [0.0, 0.0, 0.0], [0.0, 0.0, 0.0], [0.0, 0.0, 0.0], [0.0, 0.0, 0.0], [0.0, -0.1, 0.0], [0.0, 0.0, 0.0], [0.0, 0.0, 0.0], [0.0, 0.0, 0.0], [0.0, 0.0, 0.0], [0.0, 0.0, 0.0], [-0.1, 0.1, 0.0], [0.0, 0.0, 0.0], [0.0, 0.0, 0.0], [0.0, 0.0, 0.0], [0.0, 0.0, 0.0], [0.0, 0.0, 0.0], [0.0, 0.0, 0.0], [0.0, 0.0, 0.0], [0.0, 0.0, 0.0], [0.0, 0.0, 0.0], [0.0, 0.0, 0.0], [0.0, 0.0, 0.0], [0.0, 0.0, 0.0], [0.0, 0.0, 0.0], [0.0, 0.0, 0.0], [0.0, 0.0, 0.0], [0.0, 0.0, 0.0], [0.0, 0.0, 0.0], [0.0, 0.0, 0.0], [0.0, -0.1, 0.0], [0.0, 0.0, 0.0], [-0.1, 0.0, 0.0], [0.0, 0.1, 0.0], [0.0, 0.0, 0.0], [0.0, -0.1, 0.0], [0.0, 0.0, 0.0], [0.0, 0.0, 0.0], [0.0, 0.0, 0.0], [0.0, 0.0, 0.0], [0.0, 0.0, 0.0], [0.0, 0.0, 0.0], [0.0, 0.0, 0.0], [0.0, 0.0, 0.0], [0.0, 0.0, 0.0], [0.0, 0.0, 0.0], [0.0, 0.0, 0.0], [0.0, 0.0, 0.0], [0.0, 0.0, 0.0], [0.0, 0.0, 0.0], [0.0, 0.0, 0.0], [0.0, 0.0, 0.0], [0.0, 0.0, 0.0], [0.0, 0.0, 0.0], [0.0, 0.0, 0.0], [0.0, 0.0, 0.0], [0.0, 0.0, 0.0], [0.0, 0.0, 0.0], [0.0, 0.0, 0.0], [0.0, 0.0, 0.0], [0.0, 0.0, 0.0], [0.0, 0.0, 0.0], [0.0, 0.0, 0.0], [0.0, 0.0, 0.0], [0.0, 0.0, 0.0], [0.0, 0.0, 0.0], [0.0, 0.0, 0.0], [0.0, 0.0, 0.0], [0.0, 0.0, 0.0], [0.0, 0.0, 0.0], [0.0, 0.0, 0.0], [0.0, 0.0, 0.0], [0.0, 0.0, 0.0], [0.0, 0.0, 0.0], [0.0, 0.0, 0.0], [0.0, 0.0, 0.0], [0.0, 0.0, 0.0], [0.0, 0.0, 0.0], [0.0, 0.0, 0.0], [0.0, 0.0, 0.0]]}